# 1
This record from the Open Molecules 2025 dataset describes 2 unconnected molecules or ions with the total composition C5H12NO at a distorted geometry. The level of theory is the ωB97M-V functional and the def2-TZVPD basis.

```
19
Properties=species:S:1:pos:R:3:forces:R:3:mulliken_charge:R:1
C 1.743 1.463 0.524 -1.246 0.128 -0.249 -1.584
C 0.611 0.453 0.241 1.388 -0.191 -0.978 0.743
C -0.370 0.942 -0.841 -0.738 1.220 1.299 -0.658
C -1.663 0.142 -0.775 -0.147 -0.340 -0.865 -1.145
N 0.036 0.045 1.518 -0.602 -0.175 -0.124 -0.634
C -0.007 -1.216 1.657 0.359 -0.020 -0.194 -0.247
O -0.467 -2.848 -0.788 0.013 0.160 1.003 -1.083
H 2.075 1.943 -0.399 0.463 -0.418 -0.056 0.324
H 2.512 0.961 1.102 0.377 0.217 -0.115 0.408
H 1.326 2.292 1.098 0.002 -0.044 0.362 0.368
H 1.054 -0.416 -0.265 0.125 -0.184 0.377 0.296
H 0.123 0.935 -1.811 0.080 -0.386 -0.080 0.339
H -0.562 2.010 -0.642 -0.169 -0.027 -0.054 0.302
H -2.179 0.334 0.163 0.113 -0.218 0.140 0.286
H -2.395 0.342 -1.569 0.277 0.430 -0.100 0.403
H -1.408 -0.921 -0.908 -0.097 -0.122 0.547 0.262
H -0.354 -2.889 -1.725 0.130 -0.150 -1.012 0.126
H -0.455 -1.679 2.535 -0.037 0.303 0.197 0.294
H 0.382 -1.892 0.887 -0.290 -0.183 -0.097 0.200
```
Forces are in eV/Å.

Summary:
total charge: -1
E_HOMO: -2.786 eV



# 2
This record from the Open Molecules 2025 dataset describes a gas-phase ion, C5H12NO (charge -1) at a distorted geometry. The level of theory is the ωB97M-V functional and the def2-TZVPD basis.

```
19
Properties=species:S:1:pos:R:3:forces:R:3:mulliken_charge:R:1
C -0.827 -2.294 0.807 0.484 1.164 1.253 -1.166
C -0.522 -1.152 -0.224 -1.780 1.008 -2.341 -0.514
C -0.338 0.349 0.258 -2.150 -0.404 0.408 0.065
C 0.921 0.658 1.155 -0.198 -0.530 -0.632 -0.347
O 0.959 1.932 1.517 0.087 0.427 0.246 -0.892
N -0.510 1.468 -0.763 1.230 -5.592 -2.308 -0.545
C 0.710 1.613 -1.632 -1.561 1.090 -0.263 -0.701
H -0.765 -3.228 0.320 0.605 -1.219 -0.615 0.372
H -0.266 -2.333 1.785 0.305 0.281 -1.372 0.284
H -1.825 -2.365 1.235 -0.647 0.894 -0.461 0.328
H 0.240 -1.386 -0.978 0.647 -0.515 0.758 0.327
H -1.417 -1.154 -1.026 1.281 0.171 1.946 0.241
H -1.344 0.446 0.817 1.670 0.299 0.080 0.123
H 0.840 -0.091 1.982 0.172 -0.073 0.191 0.222
H 1.872 0.317 0.562 -0.884 0.013 0.332 0.096
H -0.592 2.196 -0.173 0.231 3.315 2.353 0.339
H 1.493 0.830 -1.536 -0.468 0.673 0.452 0.210
H 1.069 2.665 -1.432 0.269 -1.296 -0.502 0.287
H 0.303 1.526 -2.672 0.705 0.293 0.475 0.270
```
Forces are in eV/Å.

Summary:
total charge: -1
E_HOMO: -2.450 eV



# 3
This record from the Open Molecules 2025 dataset describes a gas-phase ion, C5H12NO (charge -1) at a distorted geometry. The level of theory is the ωB97M-V functional and the def2-TZVPD basis.

```
19
Properties=species:S:1:pos:R:3:forces:R:3:mulliken_charge:R:1
C 0.579 -2.225 0.361 -0.750 0.342 -0.785 -1.341
C 0.500 -0.724 0.038 0.829 -0.358 0.806 0.662
N 1.250 -0.362 -1.188 -0.827 -0.309 0.198 -0.952
C -0.914 -0.314 -0.082 -2.401 0.470 -2.271 -1.055
C -1.105 1.176 -0.377 0.902 0.671 1.574 -0.912
C -0.283 2.047 0.637 -0.198 -0.314 -0.369 -0.614
O 1.020 2.065 0.317 0.427 0.235 0.043 -0.898
H 0.522 -2.427 1.426 0.398 -0.063 0.159 0.300
H 1.416 -2.669 -0.157 0.645 -0.246 0.355 0.418
H -0.291 -2.728 -0.084 -0.006 0.068 0.002 0.291
H 0.908 -0.090 0.835 0.204 -0.400 0.258 0.343
H 2.211 -0.585 -0.978 0.355 0.071 -0.060 0.262
H 1.196 0.665 -1.130 0.458 0.018 -0.030 0.377
H -1.624 -0.664 0.674 0.614 0.142 0.657 0.292
H -1.345 -0.810 -0.981 0.332 -0.241 0.093 0.396
H -0.627 1.451 -1.317 -0.539 -0.069 -0.345 0.354
H -2.138 1.518 -0.293 -0.322 -0.329 -0.419 0.498
H -0.505 1.628 1.659 -0.032 0.000 0.072 0.191
H -0.770 3.047 0.640 -0.088 0.313 0.062 0.384
```
Forces are in eV/Å.

Summary:
total charge: -1
E_HOMO: -2.529 eV



# 4
This record from the Open Molecules 2025 dataset describes a gas-phase ion, C5H12NO (charge -1). The level of theory is the ωB97M-V functional and the def2-TZVPD basis.

```
19
Properties=species:S:1:pos:R:3:forces:R:3:mulliken_charge:R:1
C 1.670 1.916 -1.068 -0.757 -0.302 -0.198 -1.312
C 0.788 1.543 0.123 0.066 0.170 -0.281 -0.220
N 0.725 0.111 0.263 0.387 -0.034 0.261 -0.337
C -0.228 -0.376 1.264 -0.519 0.041 -0.435 -0.692
C -1.433 -1.112 0.650 -0.066 0.018 0.299 -0.414
C -1.116 -2.061 -0.532 -0.386 -0.717 0.083 -0.512
O -2.034 -3.031 -0.719 0.068 0.293 0.052 -0.880
H 1.112 1.685 -1.985 0.152 -0.090 0.035 0.302
H 2.562 1.298 -1.066 0.292 0.159 0.035 0.347
H 1.889 2.979 -1.124 0.234 0.108 0.195 0.391
H 1.186 1.969 1.053 0.037 -0.015 -0.062 0.317
H -0.203 2.005 -0.032 -0.072 0.035 0.075 0.278
H 0.601 -0.366 -0.619 -0.176 0.095 -0.025 0.295
H -0.603 0.507 1.800 0.170 -0.181 0.252 0.315
H 0.287 -1.031 1.969 0.070 -0.027 0.114 0.283
H -2.207 -0.390 0.382 -0.048 0.131 -0.332 0.247
H -1.921 -1.752 1.392 0.197 -0.016 0.157 0.313
H -0.090 -2.473 -0.312 0.151 0.082 -0.021 0.175
H -0.985 -1.422 -1.438 0.199 0.250 -0.203 0.101
```
Forces are in eV/Å.

Summary:
total charge: -1
E_HOMO: -2.175 eV



# 5
This record from the Open Molecules 2025 dataset describes a molecular structure, C5H12NO at a distorted geometry. The level of theory is the ωB97M-V functional and the def2-TZVPD basis.

```
19
Properties=species:S:1:pos:R:3:forces:R:3:mulliken_charge:R:1
C -0.526 1.462 0.138 -0.910 -1.085 0.226 -0.270
N -0.772 2.129 -1.432 0.961 0.373 -0.288 -0.574
C -1.802 1.683 -0.605 -0.293 0.070 0.594 -0.493
O 1.300 -1.703 2.469 -0.018 0.176 -0.087 -1.100
C -0.119 -0.002 0.378 -0.380 0.114 -0.388 -0.552
C 0.733 -0.603 -0.746 0.186 -0.253 0.438 -0.421
C 0.767 -2.128 -0.622 0.151 0.201 -0.013 -1.218
H 0.203 1.865 -0.795 0.284 0.285 -1.038 0.253
H -0.312 2.273 0.811 0.086 -0.069 0.572 0.588
H 2.001 -1.097 2.736 0.080 -0.075 0.096 0.130
H -2.458 2.407 -0.120 -0.195 0.277 -0.189 0.299
H -2.343 0.798 -0.939 -0.031 -0.276 0.228 0.222
H 0.379 -0.185 1.346 0.108 0.056 -0.134 0.211
H -1.044 -0.589 0.436 0.045 0.126 0.025 0.265
H 1.756 -0.252 -0.591 0.093 0.145 -0.180 0.235
H 0.400 -0.280 -1.735 -0.067 0.077 0.040 0.450
H 1.021 -2.352 0.428 -0.355 -0.176 -0.088 0.267
H -0.153 -2.595 -0.992 -0.134 0.104 0.431 0.336
H 1.549 -2.542 -1.247 0.388 -0.070 -0.247 0.372
```
Forces are in eV/Å.

Summary:
total charge: -1
E_HOMO: -2.812 eV



# 6
This record from the Open Molecules 2025 dataset describes a gas-phase ion, C5H12NO (charge -1) at a distorted geometry. The level of theory is the ωB97M-V functional and the def2-TZVPD basis.

```
19
Properties=species:S:1:pos:R:3:forces:R:3:mulliken_charge:R:1
C -1.770 -1.830 -1.027 0.037 -0.037 -0.387 -1.113
C -0.721 -0.944 -1.734 -1.230 -0.145 0.051 -0.451
C 0.617 -0.977 -1.037 0.293 0.331 -0.040 -0.708
C 0.580 -0.533 0.444 0.246 0.316 -0.196 -0.716
N -0.277 0.604 0.695 -0.731 0.101 -0.354 -0.251
C 0.482 1.900 0.880 -0.423 0.024 -0.281 -0.594
O 1.283 1.939 1.911 0.495 0.038 0.342 -0.864
H -2.254 -1.276 -0.231 -0.127 0.162 0.105 0.285
H -2.530 -2.208 -1.720 -0.053 0.189 0.035 0.341
H -1.339 -2.705 -0.557 0.341 -0.297 0.050 0.263
H -0.693 -1.174 -2.805 0.408 -0.343 0.114 0.399
H -1.150 0.062 -1.712 0.386 0.127 0.190 0.251
H 1.321 -0.342 -1.586 -0.077 0.074 0.084 0.343
H 1.058 -1.978 -1.054 -0.092 -0.186 -0.156 0.334
H 0.331 -1.387 1.081 -0.103 0.016 -0.014 0.383
H 1.597 -0.226 0.689 0.281 -0.217 0.347 0.372
H -0.824 0.484 1.536 0.191 -0.171 0.137 0.213
H -0.344 2.661 0.893 -0.064 -0.003 -0.015 0.315
H 0.951 2.033 -0.136 0.222 0.021 -0.012 0.197
```
Forces are in eV/Å.

Summary:
total charge: -1
E_HOMO: -2.388 eV